# 1
C18H35BBr2ClIN7O17 as an isolated structure at a distorted geometry, computed with ωB97M-V/def2-TZVPD.

HOMO energy   -6.14 eV

```
! wB97M-V def2-TZVPD RIJCOSX def2/J DEFGRID3
* xyz -1 1
C -3.31320 2.19411 -0.06878
C -2.81240 0.76725 0.05805
O -1.48252 0.75328 0.54290
C -1.26626 0.43653 1.87258
C -0.13033 -0.61312 2.04213
C 0.13421 -0.64206 3.56920
C 1.37411 0.05605 4.03646
O 1.85389 1.04437 3.63361
I 2.22731 -0.86883 5.85167
O 0.94573 -0.21270 1.25229
B 1.18308 -1.12025 0.15097
Cl 0.51964 -0.24342 -1.49777
C 2.72785 -1.51735 -0.22095
Br 3.68672 0.15998 -0.60168
C 3.54915 -2.34064 0.78291
C 2.78700 -3.55413 1.29325
Br 4.22860 -1.37772 2.34369
O 0.26851 -2.23950 0.37723
C -0.54992 -2.00530 1.44738
C -0.55228 -3.24910 2.33476
O -1.95957 -1.92988 0.90096
C -2.23471 -2.77952 -0.01169
N -2.49057 -3.57522 -0.80942
H -2.54752 2.74133 -0.61657
H -3.44103 2.65617 0.91145
H -4.24244 2.22204 -0.64007
H -3.48739 0.16111 0.67051
H -2.79423 0.30937 -0.93189
H -0.90338 1.33041 2.40218
H -2.16959 0.09936 2.39634
H -0.67137 -0.09726 4.07277
H 0.12190 -1.63589 3.99269
H 2.79155 -2.05975 -1.16088
H 4.44577 -2.69197 0.27672
H 2.18504 -3.29676 2.15957
H 3.47655 -4.34344 1.59200
H 2.12139 -3.95205 0.52821
H 0.18881 -3.23280 3.12378
H -1.54659 -3.37750 2.76755
H -0.36094 -4.13687 1.73803
C -0.85448 5.93373 -2.90234
N -1.36100 4.92315 -1.93723
O -1.27745 3.75542 -2.25002
O -1.78749 5.34554 -0.87960
H -0.51082 5.41234 -3.78820
H -1.67401 6.60883 -3.13217
H -0.03244 6.44569 -2.40350
C -1.44833 -7.99899 1.84618
N -1.07595 -6.82954 2.68903
O 0.09525 -6.51701 2.73678
O -1.98233 -6.26561 3.26528
H -0.54654 -8.39454 1.39518
H -1.92335 -8.72730 2.49606
H -2.14544 -7.64203 1.09395
C -0.93158 -2.71306 -3.72863
N -0.83486 -2.82926 -5.21140
O 0.13106 -2.35303 -5.77065
O -1.74678 -3.40192 -5.78515
H -0.06496 -2.18000 -3.35454
H -1.84479 -2.17195 -3.50237
H -0.98304 -3.72061 -3.32773
C -3.99371 0.40260 -5.25628
N -3.67895 1.09803 -3.97527
O -2.92421 0.54111 -3.21189
O -4.20717 2.17969 -3.80051
H -3.45685 -0.53840 -5.27525
H -5.06793 0.24858 -5.28556
H -3.67854 1.05567 -6.06399
C 3.63518 2.91823 2.20550
N 4.34655 3.97819 1.43884
O 5.41774 3.71520 0.93942
O 3.80168 5.06913 1.36704
H 4.22959 2.01245 2.18501
H 3.50881 3.29019 3.21756
H 2.67272 2.75603 1.72969
C 3.51590 6.57009 0.17000
N 2.13514 6.81888 -0.32708
O 1.87546 6.47803 -1.46760
O 1.35322 7.33815 0.43793
H 4.08544 6.09839 -0.62049
H 3.93286 7.53339 0.44819
H 3.43579 5.91820 1.03367
*
```

Results of the Mulliken charge analysis, in e, for atoms 1 through 4: C -1.138; C 0.097; O 0.052; C -2.032

# 2
C18H35ClIN2O2P2Ru as an isolated structure at a distorted geometry, computed with ωB97M-V/def2-TZVPD.

HOMO energy (alpha / beta)   -16.46 / -16.39 eV
Expectation value of S²   6.05

```
! wB97M-V def2-TZVPD RIJCOSX def2/J DEFGRID3
* xyz 3 5
C 4.36201 2.09577 -6.21110
C 3.25349 1.29903 -5.58193
H 4.42648 1.85205 -7.27469
H 5.30091 1.86575 -5.69980
H 4.16109 3.16096 -6.06622
O 2.52540 0.51787 -6.09747
I 3.07172 1.74805 -3.39398
Ru 0.00000 0.00000 0.00000
P -1.38334 1.80062 -0.46497
C -3.16183 1.45942 -0.74351
C -1.39521 3.07703 0.84879
H -1.99339 3.94524 0.55135
H -1.51834 3.63071 -2.08876
H -0.36163 3.37929 1.03607
H 0.15544 3.03438 -1.84333
H -3.58201 0.97863 0.14416
H -1.80469 2.64562 1.76601
C -0.89151 2.74191 -1.95748
H -3.71167 2.38321 -0.95172
H -0.98038 2.09672 -2.83548
H -3.27130 0.77311 -1.58775
P 1.59984 -1.60555 0.48453
C 1.05100 -3.35015 0.59428
C 2.97324 -1.66649 -0.72611
H 2.87242 -0.31654 2.06831
H 3.26158 -2.06024 2.22702
H 1.73739 -1.40385 2.89489
C 2.46003 -1.32868 2.07797
H 3.39473 -0.66161 -0.81021
H 3.74749 -2.37427 -0.41065
H 1.89108 -4.01305 0.82603
H 0.60326 -3.64965 -0.35721
H 2.57983 -1.96327 -1.70212
H 0.28972 -3.44213 1.37380
Cl 1.77490 1.58922 0.12626
C -4.37867 -0.00814 5.98392
C -4.89261 -1.37120 5.49387
N -4.12219 -1.86389 4.34616
C -3.24427 -3.01558 4.55660
C -4.01683 -4.32728 4.50485
C -4.16568 -1.19777 3.14061
O -4.82854 -0.17570 3.03018
C -3.43039 -1.64841 1.93974
C -3.79923 -2.78425 1.20525
C -3.08301 -3.12819 0.04987
C -1.99786 -2.33771 -0.35097
N -1.65567 -1.25103 0.38690
C -2.34790 -0.89823 1.49950
H -3.30927 -0.08815 6.27594
H -4.96232 0.31731 6.87123
H -4.47556 0.78207 5.21386
H -4.79816 -2.06846 6.35640
H -5.97129 -1.31019 5.23338
H -2.43021 -3.05228 3.80386
H -2.73378 -2.91155 5.53989
H -4.44921 -4.47219 3.49592
H -3.31882 -5.16762 4.70571
H -4.83208 -4.34190 5.25536
H -4.64638 -3.38425 1.50692
H -3.36658 -3.99835 -0.52688
H -1.42744 -2.59730 -1.23278
H -2.03561 -0.02316 2.05695
*
```

Results of the natural (NBO) charge analysis, in e, for atoms 1 through 4: C -0.731; C 0.548; H 0.295; H 0.292

# 3
C18H35CrF2O17PV as an isolated structure at a distorted geometry, computed with ωB97M-V/def2-TZVPD.

HOMO energy (alpha / beta)   -14.84 / -14.84 eV
Expectation value of S²   12.08

```
! wB97M-V def2-TZVPD RIJCOSX def2/J DEFGRID3
* xyz 3 7
O -5.06567 1.77734 1.55485
V -3.70275 1.72127 2.35041
Cr 0.70407 3.13720 1.05947
O -1.29860 -0.24271 -0.51071
C -1.34868 1.01356 -0.07355
O -0.42123 1.77106 -0.11280
O -2.38358 1.27930 0.65034
H -0.34970 -0.16441 -0.63338
O -3.35934 3.68588 1.81440
P -2.34077 4.78187 1.53686
O -0.82294 4.45280 1.46571
F -2.55403 5.97889 2.60207
F -2.67539 5.54577 0.10749
C 2.50479 -0.34533 -3.89898
C 1.25590 -0.95639 -3.31244
C 0.69176 -1.69021 -4.52837
O 1.28962 -1.04149 -5.73048
C 2.60303 -0.59651 -5.36001
H 3.39668 -0.71491 -3.39297
H 2.55088 0.72263 -3.68581
H 0.57548 -0.17135 -2.98253
H 1.45759 -1.55204 -2.42215
H -0.39802 -1.69922 -4.54803
H 1.04064 -2.70410 -4.72439
H 3.03982 0.21895 -5.93650
H 3.29635 -1.43318 -5.44592
C -3.30311 -3.54394 0.88150
C -3.95270 -2.48360 0.04093
C -5.15836 -3.12207 -0.58070
O -5.38319 -4.26172 0.25788
C -4.52600 -4.30697 1.39538
H -2.59264 -3.18873 1.62793
H -2.74621 -4.17697 0.19067
H -3.30088 -2.03976 -0.71156
H -4.36805 -1.65088 0.60851
H -4.89401 -3.57560 -1.53597
H -5.93054 -2.35910 -0.67917
H -4.28914 -5.27165 1.84415
H -5.00441 -3.81832 2.24417
C 5.05111 2.10492 2.15239
O 4.45571 0.97942 1.49750
C 3.20882 0.90386 0.78704
O 2.33593 1.78887 0.68407
O 2.98864 -0.34276 0.30116
C 3.92525 -1.40629 0.52655
H 5.25634 2.97077 1.52288
H 5.99400 1.72606 2.54675
H 4.41632 2.47703 2.95654
H 4.21663 -1.54977 1.56704
H 4.74106 -1.26731 -0.18285
H 3.60703 -2.39152 0.18571
C 2.13075 6.79666 -0.91273
O 1.25866 6.21831 -1.83424
C 0.51489 5.11362 -1.55411
O 0.73631 4.28468 -0.76802
O -0.51764 5.23969 -2.42253
C -1.38746 4.16560 -2.78210
H 2.76888 7.50402 -1.44237
H 2.68166 6.05870 -0.32963
H 1.53844 7.43386 -0.25604
H -2.27934 4.32446 -2.17595
H -0.92669 3.23754 -2.44373
H -1.75310 3.96608 -3.78938
C 0.48922 -2.09691 2.56541
O 0.68164 -3.52176 2.65461
C 0.34203 -4.06669 3.76862
O -0.03509 -3.52549 4.75890
O 0.37004 -5.39131 3.66279
C 0.07508 -6.19766 4.73362
H 1.38267 -1.57004 2.90045
H -0.46823 -1.75958 2.96239
H 0.32606 -1.94385 1.49861
H 0.63416 -6.07862 5.66172
H -0.08278 -7.24531 4.47749
H -0.91353 -5.91447 5.09495
*
```

Results of the Mulliken charge analysis, in e, for atoms 1 through 4: O -0.257; V 1.621; Cr 0.928; O -0.139

# 4
C18H35HgN3O7 as an isolated structure at a distorted geometry, computed with ωB97M-V/def2-TZVPD.

HOMO energy   -7.22 eV

```
! wB97M-V def2-TZVPD RIJCOSX def2/J DEFGRID3
* xyz 0 1
Hg -0.65513 -0.25506 -0.08006
C 1.93468 -0.47227 3.52189
C 3.01759 0.35047 3.99879
C 3.33190 1.65145 3.11184
O 4.21711 2.38094 3.36542
C 2.41540 1.76780 1.94424
C 1.49066 0.94702 1.52519
C 1.14588 -0.27806 2.43361
O 0.15039 -1.05359 2.03877
O 0.93250 1.13802 0.37780
O 3.58818 0.14399 5.01056
H 1.67498 -1.44105 4.06517
H 2.66318 2.68879 1.32854
C 4.03280 1.65578 -2.53010
C 3.07929 0.47141 -2.50799
C 3.46409 -0.43079 -1.33386
O 2.47041 -1.42032 -1.22408
C 2.93370 -2.39826 -0.19643
N 1.70543 0.95524 -2.32062
H 3.74369 2.24156 -1.64581
H 3.73797 2.21631 -3.40356
H 5.09418 1.44410 -2.42064
H 3.12461 -0.18587 -3.39573
H 3.54394 0.08429 -0.37385
H 4.51347 -0.77329 -1.57714
H 2.05573 -2.42615 0.49097
H 3.83071 -2.09784 0.33086
H 3.15123 -3.38689 -0.60437
H 1.65039 1.96194 -2.54799
H 1.53687 1.10139 -1.30060
C -0.84376 0.13388 -4.67946
C -1.17130 0.42450 -3.22315
C -2.65429 0.46392 -2.84887
O -2.68404 1.02008 -1.55857
C -3.87699 1.60796 -1.11995
N -0.56681 -0.62386 -2.31270
H -1.11090 -0.88855 -4.89569
H 0.27280 0.20223 -4.68476
H -1.25288 0.79616 -5.43180
H -0.69006 1.31594 -2.85360
H -3.09192 -0.53835 -2.82971
H -3.05822 1.10578 -3.64719
H -3.64433 2.02426 -0.15358
H -4.74318 0.99001 -1.11790
H -4.08585 2.47553 -1.83375
H 0.44540 -0.41092 -2.38952
H -0.82412 -1.57722 -2.61326
C -3.85940 -2.71674 2.67313
C -3.29936 -1.52269 1.84815
C -2.73331 -0.50936 2.89719
O -2.32822 0.67191 2.28931
C -1.63558 1.59562 3.13457
N -2.25716 -1.86424 0.86246
H -3.03147 -3.13462 3.24746
H -4.31105 -3.51076 2.04659
H -4.64572 -2.47674 3.34883
H -4.09825 -1.05997 1.27662
H -1.90593 -1.01933 3.45718
H -3.47060 -0.31913 3.64470
H -0.68137 1.23691 3.47352
H -2.24884 1.78761 3.96869
H -1.56097 2.45765 2.43530
H -2.48932 -2.49699 0.10241
H -1.43887 -2.22156 1.40655
*
```

Results of the natural (NBO) charge analysis, in e, for atoms 1 through 4: Hg 1.544; C -0.465; C 0.435; C 0.482

# 5
C18H35InNO4S as an isolated structure at a distorted geometry, computed with ωB97M-V/def2-TZVPD.

HOMO energy   -3.98 eV

```
! wB97M-V def2-TZVPD RIJCOSX def2/J DEFGRID3
* xyz -1 1
C 3.69701 3.35961 -0.93000
N 2.44600 3.72900 -1.66796
C 1.20370 3.25025 -0.96049
In 0.15887 1.50721 -1.94144
C -1.85454 2.07215 -2.90515
C -2.88205 0.92201 -2.42445
C -3.48784 1.14138 -0.97913
C -4.45923 0.06942 -0.41759
C -4.78819 -1.18257 -1.30971
C -4.20503 -1.38400 -2.74524
C -3.23217 -0.31905 -3.30909
O 1.24121 0.50826 -3.41405
C 2.58774 0.17826 -3.06464
C 2.88783 -0.29121 -1.57576
C 4.50933 -0.53868 -1.50837
C 2.22224 -1.66340 -1.08647
C 1.13308 -2.31852 -2.05841
C 1.60785 -1.50019 0.41916
H 3.52537 2.97440 0.13413
H 4.19441 2.50869 -1.51795
H 4.35751 4.29591 -0.83752
H 2.37507 4.76394 -1.64141
H 0.45336 4.13490 -0.97302
H 1.36455 2.99250 0.14779
H -0.20036 0.31026 -0.63615
H -1.78151 2.05709 -4.05399
H -2.10683 3.09775 -2.47249
H -3.18676 2.06272 -0.36698
H -4.87129 0.20794 0.63341
H -5.48013 -1.99068 -0.90027
H -4.46780 -2.30807 -3.35909
H -2.72608 -0.38344 -4.34127
H 2.94841 -0.65564 -3.78439
H 3.26615 1.09100 -3.30129
H 2.70725 0.51210 -0.75964
H 4.74964 -1.34333 -2.30671
H 5.05792 0.44352 -1.71651
H 4.71823 -0.96027 -0.46041
H 3.06139 -2.45644 -0.96153
H 0.61735 -3.20117 -1.51209
H 1.56873 -2.61697 -3.07281
H 0.29063 -1.53700 -2.19609
H 0.46630 -1.50785 0.42919
H 1.98416 -2.39957 1.04913
H 2.00535 -0.56810 0.95666
O -0.25574 0.28433 5.47975
S -0.44120 -1.02234 4.90398
O -0.05378 -1.32236 3.55378
O -1.98013 -1.47506 5.11208
C -3.01159 -0.60573 4.64442
C -3.17070 -0.68769 3.13667
C 0.29252 -2.22461 5.97832
H -2.82685 0.42347 4.96621
H -3.94006 -0.93091 5.12137
H -2.29375 -0.28507 2.62467
H -4.04294 -0.11784 2.80834
H -3.28416 -1.72596 2.81394
H -0.03525 -2.03383 6.99955
H 1.37521 -2.12082 5.90523
H -0.00839 -3.21962 5.65173
*
```

Results of the Mulliken charge analysis, in e, for atoms 1 through 4: C -0.396; N -0.275; C -0.785; In 1.147

# 6
C18H35N3OPPdS2Si as an isolated structure, computed with ωB97M-V/def2-TZVPD.

HOMO energy (alpha / beta)   -3.29 / -3.29 eV
ΔE to the lowest compared entry with this formula, charge and spin   198.47 kJ/mol

```
! wB97M-V def2-TZVPD RIJCOSX def2/J DEFGRID3
* xyz -1 1
Pd -0.21556 0.62257 -0.53426
C -1.56019 -5.03048 -1.21271
Si -1.83427 -4.71569 0.60508
C -3.61415 -5.16877 1.01840
C -0.70123 -5.85769 1.57919
C -1.54799 -2.97145 1.24475
C -1.76016 -2.77803 2.60564
C -1.56921 -1.54136 3.20824
C -1.18132 -0.49363 2.39420
N -0.98608 -0.63182 1.09078
C -1.12220 -1.84952 0.50044
S -0.71978 -1.79321 -1.18343
H -1.77803 -6.08309 -1.42189
H -0.53245 -4.81339 -1.50133
H -2.20226 -4.40201 -1.82938
H -3.83410 -6.20040 0.73128
H -4.30629 -4.51403 0.48409
H -3.81891 -5.06573 2.08650
H -0.85489 -6.90167 1.29333
H -0.86961 -5.77481 2.65521
H 0.34391 -5.60395 1.38856
H -2.08554 -3.61289 3.22109
H -1.71806 -1.39192 4.26867
H -1.01760 0.50078 2.79658
O 0.61590 1.33268 -2.07468
C -2.22139 2.56049 1.86892
C -1.70849 3.44272 0.73682
P -0.17773 2.81287 -0.07700
C 0.16756 4.03415 -1.39372
C 0.12034 5.53026 -1.10181
C 1.02768 3.08410 1.28931
C 1.19667 4.45558 1.93159
H -3.14258 2.96147 2.29756
H -1.49027 2.48604 2.67781
H -2.42126 1.54951 1.50865
H -1.54241 4.46351 1.09026
H -2.45267 3.50070 -0.06237
H -0.56456 3.76517 -2.15812
H 1.10964 3.70227 -1.82963
H -0.81207 5.83861 -0.62666
H 0.20051 6.08502 -2.03959
H 0.94065 5.86309 -0.46363
H 1.96531 2.66915 0.94099
H 0.71015 2.35749 2.04591
H 1.67374 5.17231 1.26213
H 1.82360 4.37588 2.82232
H 0.23917 4.88059 2.24150
S 2.87185 -0.27853 0.79104
C 3.00866 -0.22879 -0.89319
N 2.48057 -1.19604 -1.66326
C 2.18091 -0.97835 -3.07754
C 3.30097 -0.16891 -3.70464
C 3.47797 1.11102 -2.90787
N 3.69881 0.76447 -1.50406
H 1.78799 -1.74395 -1.16580
H 1.24421 -0.41117 -3.14211
H 2.08548 -1.95588 -3.55364
H 3.04304 0.07633 -4.73647
H 4.23246 -0.74330 -3.70976
H 2.56408 1.70983 -2.97855
H 4.34866 1.67135 -3.25773
H 3.90282 1.52039 -0.87199
*
```

Results of the natural (NBO) charge analysis, in e, for atoms 1 through 4: Pd 0.591; C -1.117; Si 1.651; C -1.108

# 7
A 2-piece molecular cluster, C18H35NO3P overall at a distorted geometry, computed with ωB97M-V/def2-TZVPD.

HOMO energy (alpha / beta)   -7.88 / -8.15 eV
Expectation value of S²   0.75

```
! wB97M-V def2-TZVPD RIJCOSX def2/J DEFGRID3
* xyz 0 2
C -2.23005 2.79105 -0.41394
C -0.95175 2.14702 0.13571
P -0.49221 0.60769 -0.78476
C -2.08511 -0.31637 -0.71494
C -2.11313 -1.61438 -1.53319
C 0.75296 -0.29262 0.36327
C 1.70326 -0.99150 -0.64725
C 1.17457 -2.13886 -1.46110
O 1.66976 -2.48292 -2.48775
C 1.64256 0.76550 1.07725
C 1.53786 0.89985 2.61714
C 1.69035 2.34704 3.05503
C 2.65779 0.06638 3.25454
N 0.20649 0.42293 3.08437
O -0.69500 1.31826 3.22156
C -0.25557 -0.96500 2.77440
C -1.77394 -0.97925 2.90310
C 0.28011 -1.96093 3.82238
C 0.20860 -1.36844 1.33832
H -2.20085 2.88577 -1.50406
H -2.34718 3.79050 0.01329
H -3.12085 2.22035 -0.14752
H -1.03979 2.00230 1.21398
H -0.12342 2.84280 -0.03164
H -2.77902 0.38524 -1.18585
H -2.46263 -0.48461 0.29597
H -3.13329 -1.83484 -1.85764
H -1.76797 -2.47510 -0.95518
H -1.49832 -1.52897 -2.43331
H 2.57152 -1.39456 -0.10164
H 2.08381 -0.26453 -1.37097
H 0.33072 -2.71425 -1.04935
H 2.68969 0.51122 0.87680
H 1.49352 1.74444 0.61587
H 1.47082 2.45250 4.11913
H 2.71927 2.66818 2.87182
H 1.01592 3.00457 2.50631
H 2.73826 -0.92811 2.81892
H 3.60894 0.57374 3.07185
H 2.52172 -0.03269 4.33408
H -2.25099 -0.30764 2.19330
H -2.07221 -0.66261 3.90359
H -2.13236 -1.99808 2.73273
H 1.31921 -2.23577 3.67368
H 0.17692 -1.54174 4.82635
H -0.31199 -2.87907 3.77533
H -0.63249 -1.88537 0.86699
H 0.99633 -2.12640 1.45228
C -0.02956 -1.06276 -5.22908
C -0.51664 0.35640 -5.07262
O -1.32359 0.66921 -4.23004
C 0.07919 1.37620 -6.01525
H -0.52463 -1.71530 -4.51453
H -0.22397 -1.41317 -6.24488
H 1.04870 -1.10946 -5.06639
H -0.12942 1.09725 -7.04988
H 1.16439 1.39972 -5.89962
H -0.33530 2.35921 -5.80696
*
```

Results of the natural (NBO) charge analysis, in e, for atoms 1 through 4: C -0.609; C -0.729; P 0.818; C -0.739

What did we get for electronic energy? Answer: -8299.44944 -2501.32275 -4514.48475 -1551.09029 -1650.62938 -2501.57739 -1328.58819 hartree, in the order shown.